No. 1
{
  "formula": "C5H8N2",
  "method": "ωB97M-V with the def2-TZVPD basis set",
  "symbols": ["C", "C", "N", "C", "C", "C", "N", "H", "H", "H", "H", "H", "H", "H", "H"],
  "coordinates": [[1.6948, -0.6730, -0.7239], [0.5633, 0.1188, 1.2338], [0.7659, 0.3792, -0.2633], [-0.6122, 0.3019, 0.3578], [-1.5814, -0.7947, -0.0252], [-1.2286, 1.6358, 0.4168], [-1.6933, 2.6741, 0.6398], [2.5056, -0.7091, 0.0142], [1.2040, -1.6471, -0.7088], [2.0882, -0.4237, -1.7118], [0.8457, 1.0435, 1.7349], [0.9487, 1.3112, -0.6413], [-1.0414, -1.7143, -0.2596], [-2.2220, -0.9976, 0.8395], [-2.2174, -0.5102, -0.8716]],
  "mulliken_charge": [-0.787, -0.770, -0.142, 1.107, -1.316, -0.106, -0.466, 0.313, 0.224, 0.353, 0.254, 0.344, 0.335, 0.304, 0.353],
  "relative_energy_kcal_mol": 95.9,
  "multiplicity": 1,
  "total_charge": 0,
  "homo_ev": -8.0,
  "e_lumo_ev": 0.68
}

=====

No. 2
{
  "formula": "C5H8N2",
  "method": "ωB97M-V with the def2-TZVPD basis set",
  "symbols": ["C", "C", "C", "N", "C", "N", "C", "H", "H", "H", "H", "H", "H", "H", "H"],
  "coordinates": [[-1.8975, -0.5707, -0.0731], [-1.0211, 0.7786, 0.6209], [-0.3166, 1.6718, -0.2025], [0.9315, 1.1684, -0.4150], [1.0799, -0.0658, 0.1495], [2.2765, -0.7858, 0.0135], [-0.1091, -0.3207, 0.7821], [-1.5138, -1.4620, -0.6219], [-2.5431, -0.9400, 0.7125], [-2.3822, 0.0741, -0.7692], [-0.6069, 2.6230, -0.6356], [1.7031, 1.6468, -0.8498], [2.3459, -1.4889, 0.7416], [2.3469, -1.2501, -0.8876], [-0.2538, -1.1592, 1.4545]],
  "mulliken_charge": [-0.965, -0.068, -0.568, 0.019, 0.036, -0.582, -0.384, 0.313, 0.265, 0.350, 0.417, 0.239, 0.255, 0.243, 0.429],
  "relative_energy_kcal_mol": 93.2,
  "multiplicity": 1,
  "total_charge": 0,
  "homo_ev": -7.6,
  "e_lumo_ev": 0.88
}

=====

Number 1: largest force on an atom 1.1 eV Å⁻¹, gap between HOMO and LUMO 8.644 eV. Number 2: largest force on an atom 2.7 eV Å⁻¹, gap between HOMO and LUMO 8.488 eV.